Below is C38H52I2MoN5O as an isolated structure in a non-equilibrium geometry, with properties calculated with wB97M-V/def2-TZVPD.

Geometry (Å):
I1 3.46 1.94 1.75
I2 -0.16 2.10 1.47
Mo1 -0.50 -0.22 -0.37
O1 -1.47 2.31 -4.98
N1 -1.74 4.53 -4.55
N2 -1.85 1.25 -1.11
N3 -0.75 -1.48 1.05
N4 -0.98 -1.89 -1.51
N5 1.50 -0.33 -0.86
C1 -2.06 5.65 -3.65
C2 2.09 0.78 -1.37
C3 0.02 -0.94 4.64
C4 -2.19 -0.87 2.91
C5 1.62 2.35 2.65
C6 3.31 0.72 -2.00
C7 -2.31 2.78 -2.88
C8 -3.42 -0.94 2.02
C9 -1.23 4.86 -5.90
C10 -3.11 1.41 -0.64
C11 -0.98 -2.79 0.65
C12 -2.58 -0.60 -3.86
C13 -1.80 3.24 -4.24
C14 4.00 -0.49 -2.09
C15 -1.40 -3.74 -2.76
C16 1.61 -1.61 2.79
C17 5.33 -0.60 -2.75
C18 -1.46 1.95 -2.19
C19 3.38 -1.62 -1.52
C20 -0.04 -0.50 -3.98
C21 -4.01 2.23 -1.28
C22 -1.24 -0.60 5.12
C23 -4.12 -2.30 2.19
C24 -0.90 -1.17 2.46
C25 -2.33 -0.56 4.26
C26 2.74 -1.10 3.67
C27 -3.62 2.91 -2.43
C28 0.23 -1.22 3.29
C29 2.15 -1.51 -0.95
C30 -1.27 -1.41 -3.96
C31 -4.41 0.20 2.28
C32 0.26 4.62 -6.05
C33 1.74 -3.14 2.67
C34 -1.07 -3.02 -0.67
C35 -1.30 -2.22 -5.27
C36 -0.82 6.33 -3.09
C37 -1.20 -2.32 -2.76
C38 -1.33 -4.18 -1.48
H1 1.57 3.40 2.90
H2 -3.47 -3.13 1.91
H3 -2.72 -0.15 -2.88
H4 -5.02 2.32 -0.89
H5 -3.44 -1.24 -4.06
H6 0.85 -0.98 5.33
H7 0.83 5.21 -5.34
H8 -1.37 -0.37 6.17
H9 1.74 -1.18 1.79
H10 -0.18 0.30 -4.71
H11 -3.31 -0.31 4.66
H12 -3.09 -0.88 0.98
H13 -2.18 -2.85 -5.34
H14 -5.01 -2.34 1.57
H15 -3.39 0.85 0.24
H16 -2.56 0.20 -4.60
H17 5.71 0.37 -3.06
H18 -0.41 -2.84 -5.38
H19 -4.95 0.05 3.22
H20 0.57 4.91 -7.06
H21 3.74 1.63 -2.40
H22 0.86 -1.06 -4.24
H23 1.57 1.72 -1.24
H24 -2.69 5.29 -2.84
H25 6.05 -1.08 -2.08
H26 3.69 -1.16 3.14
H27 -1.80 4.28 -6.62
H28 1.64 -2.37 -0.53
H29 -0.46 1.79 -2.56
H30 2.60 -0.07 4.00
H31 1.47 1.72 3.52
H32 -4.41 -2.44 3.23
H33 -2.66 6.36 -4.22
H34 -1.47 5.91 -6.06
H35 5.25 -1.24 -3.64
H36 -1.59 -4.33 -3.64
H37 1.54 -3.61 3.63
H38 0.50 3.56 -5.92
H39 -3.92 1.17 2.34
H40 1.05 -3.58 1.94
H41 -1.33 -1.52 -6.11
H42 -1.13 -3.54 1.42
H43 0.15 -0.03 -3.01
H44 2.85 -1.72 4.57
H45 3.87 -2.58 -1.55
H46 -5.17 0.22 1.49
H47 -4.33 3.52 -2.97
H48 -1.11 7.13 -2.41
H49 -1.44 -5.19 -1.11
H50 -0.21 6.76 -3.88
H51 -0.20 5.62 -2.54
H52 2.75 -3.41 2.37

Values from the calculation:
- LUMO: -10.93 eV
- Gap between HOMO and LUMO: 5.33 eV
- Net charge: +3

Löwdin atomic charges, in units of e: atom 1 (I): 0.939, atom 2 (I): 1.014, atom 3 (Mo): 1.534, atom 4 (O): 0.060, atom 5 (N): -0.032, atom 6 (N): -0.178, atom 7 (N): -0.157, atom 8 (N): -0.022, atom 9 (N): -0.146, atom 10 (C): -0.183, atom 11 (C): -0.192, atom 12 (C): -0.006, atom 13 (C): -0.164, atom 14 (C): -1.057, atom 15 (C): 0.008, atom 16 (C): -0.072, atom 17 (C): -0.390, atom 18 (C): -0.162, atom 19 (C): -0.111, atom 20 (C): -0.023, atom 21 (C): -0.001, atom 22 (C): -0.417, atom 23 (C): -0.196, atom 24 (C): 0.064, atom 25 (C): -0.376, atom 26 (C): 0.004, atom 27 (C): -0.086, atom 28 (C): 0.038, atom 29 (C): -0.024, atom 30 (C): 0.028, atom 31 (C): -0.014, atom 32 (C): -0.024, atom 33 (C): -0.242, atom 34 (C): -0.002, atom 35 (C): -0.097, atom 36 (C): 0.068, atom 37 (C): -0.157, atom 38 (C): -0.087, atom 39 (C): -0.507, atom 40 (C): -0.068, atom 41 (C): -0.059, atom 42 (C): -0.035, atom 43 (C): -0.275, atom 44 (C): -0.027, atom 45 (C): -0.055, atom 46 (C): -0.150, atom 47 (C): 0.089, atom 48 (H): -0.022, atom 49 (H): 0.072, atom 50 (H): 0.055, atom 51 (H): 0.139, atom 52 (H): 0.107, atom 53 (H): 0.123, atom 54 (H): 0.070, atom 55 (H): 0.127, atom 56 (H): 0.085, atom 57 (H): 0.092, atom 58 (H): 0.127, atom 59 (H): 0.085, atom 60 (H): 0.097, atom 61 (H): 0.096, atom 62 (H): 0.069, atom 63 (H): 0.090, atom 64 (H): 0.098, atom 65 (H): 0.102, atom 66 (H): 0.095, atom 67 (H): 0.091, atom 68 (H): 0.141, atom 69 (H): 0.104, atom 70 (H): 0.084, atom 71 (H): 0.102, atom 72 (H): 0.111, atom 73 (H): 0.077, atom 74 (H): 0.131, atom 75 (H): 0.116, atom 76 (H): 0.114, atom 77 (H): 0.043, atom 78 (H): -0.040, atom 79 (H): 0.102, atom 80 (H): 0.134, atom 81 (H): 0.129, atom 82 (H): 0.115, atom 83 (H): 0.133, atom 84 (H): 0.105, atom 85 (H): 0.066, atom 86 (H): 0.086, atom 87 (H): 0.053, atom 88 (H): 0.109, atom 89 (H): 0.155, atom 90 (H): 0.015, atom 91 (H): 0.098, atom 92 (H): 0.145, atom 93 (H): 0.092, atom 94 (H): 0.152, atom 95 (H): 0.089, atom 96 (H): 0.145, atom 97 (H): 0.078, atom 98 (H): 0.074, atom 99 (H): 0.094


Below is an isolated ion of composition C3H2NO2S2 and charge -1 in a non-equilibrium geometry, with properties calculated with wB97M-V/def2-TZVPD.

Geometry (Å):
S1 -3.88 -3.76 1.50
S2 -2.30 -2.95 0.16
O1 -0.86 -1.94 -0.65
O2 -3.40 -2.65 2.78
N1 -2.51 -1.73 2.52
C1 0.09 0.05 -0.09
C2 -1.90 -1.65 1.35
C3 -0.78 -0.99 0.26
H1 0.29 0.89 0.54
H2 0.57 -0.05 -1.04

Values from the calculation:
- Energy relative to the best compared isomer or geometry (same formula, charge and spin): 4.7310 eV
- LUMO: 3.57 eV
- Gap between HOMO and LUMO: 6.64 eV
- Net charge: -1

Löwdin atomic charges, in units of e: atom 1 (S): 0.407, atom 2 (S): 0.579, atom 3 (O): -0.418, atom 4 (O): -0.616, atom 5 (N): -0.131, atom 6 (C): -0.024, atom 7 (C): -0.398, atom 8 (C): -0.427, atom 9 (H): 0.005, atom 10 (H): 0.023


Below is a 8-piece molecular cluster, C49H82F13N3O11 overall in a non-equilibrium geometry, with properties calculated with wB97M-V/def2-TZVPD.

Geometry (Å):
F1 6.88 0.09 0.62
F2 0.26 -0.86 -2.52
F3 -1.63 6.99 -5.44
F4 2.11 -2.99 4.57
F5 0.21 6.33 -6.31
F6 -7.15 1.75 -0.51
F7 0.07 6.23 -4.18
F8 -7.33 1.30 -2.62
F9 7.17 2.20 0.00
F10 -5.70 2.59 -1.93
F11 1.79 -4.90 5.50
F12 6.78 0.63 -1.46
F13 3.69 -4.57 4.64
O1 -4.95 0.20 -0.33
O2 -0.97 3.79 -6.17
O3 1.89 -3.93 2.16
O4 4.19 0.90 -0.97
O5 1.97 -5.05 -1.39
O6 -5.36 -0.44 -2.47
O7 -2.32 0.95 2.29
O8 4.57 2.12 0.82
O9 -2.01 4.44 -4.29
O10 -2.00 3.73 1.91
O11 1.51 -5.97 3.14
N1 -1.70 1.47 3.49
N2 -0.93 4.53 1.41
N3 2.93 -4.69 -2.40
C1 4.97 1.40 -0.05
C2 -0.91 3.44 -0.76
C3 -1.77 -3.89 -0.86
C4 1.85 -6.32 -3.84
C5 -0.37 -3.14 -2.63
C6 -1.11 -4.14 -2.07
C7 -2.77 1.49 4.48
C8 4.04 -3.90 -1.74
C9 -0.73 5.68 2.42
C10 2.50 1.75 -2.48
C11 3.44 -2.60 -1.26
C12 -2.56 5.30 -0.44
C13 -1.96 6.58 2.68
C14 3.77 -7.06 -2.31
C15 -0.43 -1.94 -1.98
C16 -0.39 0.74 3.75
C17 -6.49 1.55 -1.66
C18 4.16 -5.46 -4.29
C19 -0.52 -0.76 3.83
C20 0.35 6.56 1.80
C21 2.39 -4.30 4.48
C22 -3.55 0.18 4.64
C23 5.04 -3.52 -2.84
C24 2.78 1.27 -1.08
C25 1.00 -6.42 1.81
C26 -1.27 4.62 -5.36
C27 0.24 -7.71 2.08
C28 -3.75 3.10 -5.44
C29 -0.77 1.01 6.19
C30 0.22 1.24 5.08
C31 -1.16 4.79 -0.02
C32 4.81 -4.59 -0.57
C33 -4.32 -1.48 -2.43
C34 -3.78 2.65 4.22
C35 -0.04 7.01 0.35
C36 3.22 -5.90 -3.16
C37 -2.10 1.79 5.82
C38 -1.16 -1.62 -0.89
C39 -0.20 5.00 3.74
C40 -4.93 -2.71 -1.78
C41 -0.06 5.75 -0.49
C42 5.45 -4.73 -3.74
C43 -0.65 6.08 -5.34
C44 -2.74 3.25 -4.29
C45 -1.87 -2.68 -0.29
C46 1.88 -4.73 3.07
C47 6.49 1.09 -0.21
C48 -5.55 0.34 -1.40
C49 0.61 1.08 2.62
H1 -4.08 2.06 -5.34
H2 0.77 7.57 -0.04
H3 -5.85 -2.82 -2.32
H4 5.92 -2.97 -2.41
H5 -2.86 1.69 6.61
H6 1.41 -5.40 -4.24
H7 4.16 -1.86 -0.96
H8 2.19 0.41 -0.77
H9 2.79 -2.09 -2.05
H10 -1.61 3.07 2.59
H11 3.13 -7.13 -1.43
H12 6.09 -4.36 -4.56
H13 3.73 -4.68 -4.89
H14 -0.26 -7.65 2.98
H15 4.09 -5.13 0.08
H16 -0.98 7.56 0.22
H17 0.41 -1.12 4.30
H18 -1.12 -0.61 -0.51
H19 -1.26 -1.08 4.50
H20 -2.89 6.01 2.92
H21 0.34 0.67 1.67
H22 -1.44 2.64 -0.32
H23 1.51 0.51 2.89
H24 1.22 5.93 1.54
H25 -1.24 3.53 -1.78
H26 -0.94 4.51 4.29
H27 0.92 5.31 -0.45
H28 -4.25 2.60 3.20
H29 -0.76 -1.21 2.84
H30 5.40 -3.84 0.00
H31 2.08 -7.04 -4.62
H32 -1.69 7.25 3.57
H33 -4.25 -1.66 -3.52
H34 0.48 -5.53 1.52
H35 -1.24 -5.16 -2.45
H36 1.92 -6.35 1.17
H37 -4.14 -0.12 3.77
H38 0.38 2.33 5.19
H39 0.31 -3.22 -3.47
H40 -2.89 6.25 -0.07
H41 2.78 0.99 -3.27
H42 -2.04 2.44 -4.33
H43 -5.22 -2.48 -0.71
H44 -3.20 3.23 -6.39
H45 5.57 -5.28 -0.91
H46 -3.00 -0.57 5.21
H47 -2.11 -4.76 -0.31
H48 0.61 7.33 2.55
H49 -2.15 7.19 1.78
H50 0.95 -8.52 2.12
H51 -0.34 1.48 7.06
H52 -3.27 3.15 -3.29
H53 0.30 5.74 4.36
H54 0.57 4.27 3.34
H55 -3.45 -0.93 -2.11
H56 -3.12 3.51 4.24
H57 -4.20 0.36 5.48
H58 -0.87 -0.07 6.38
H59 2.59 2.05 -0.35
H60 4.33 -6.29 -4.99
H61 3.06 2.66 -2.74
H62 0.14 3.17 -0.68
H63 -4.16 -3.49 -1.69
H64 3.77 -8.04 -2.85
H65 -0.33 6.04 -1.54
H66 1.45 1.92 -2.61
H67 -2.40 -2.64 0.61
H68 -2.57 5.26 -1.51
H69 -3.29 4.64 -0.01
H70 0.77 2.14 2.55
H71 -1.78 2.80 5.84
H72 1.18 -6.82 -3.15
H73 4.80 -6.95 -1.97
H74 -4.58 3.80 -5.34
H75 -0.46 -7.96 1.27
H76 1.25 -4.42 -1.49
H77 -4.55 2.75 4.96
H78 4.55 -2.76 -3.48
H79 -2.35 1.68 1.63
H80 5.96 -5.45 -3.17
H81 2.81 -2.81 -0.38
H82 1.22 0.81 5.32

Values from the calculation:
- LUMO: 0.33 eV
- Gap between HOMO and LUMO: 8.49 eV
- Net charge: 0

Here are the Löwdin charges for atoms 1 to 99, given in e: atom 1 (F): 0.144, atom 2 (F): 0.017, atom 3 (F): 0.170, atom 4 (F): 0.144, atom 5 (F): 0.178, atom 6 (F): 0.162, atom 7 (F): 0.123, atom 8 (F): 0.215, atom 9 (F): 0.193, atom 10 (F): 0.167, atom 11 (F): 0.166, atom 12 (F): 0.124, atom 13 (F): 0.168, atom 14 (O): 0.123, atom 15 (O): 0.164, atom 16 (O): 0.141, atom 17 (O): 0.024, atom 18 (O): -0.054, atom 19 (O): -0.015, atom 20 (O): -0.040, atom 21 (O): 0.157, atom 22 (O): 0.021, atom 23 (O): -0.105, atom 24 (O): 0.048, atom 25 (N): -0.080, atom 26 (N): -0.063, atom 27 (N): -0.064, atom 28 (C): -0.408, atom 29 (C): -0.003, atom 30 (C): -0.130, atom 31 (C): -0.021, atom 32 (C): -0.031, atom 33 (C): -0.075, atom 34 (C): -0.527, atom 35 (C): -0.495, atom 36 (C): -0.484, atom 37 (C): -0.056, atom 38 (C): -0.048, atom 39 (C): -0.003, atom 40 (C): -0.030, atom 41 (C): -0.022, atom 42 (C): -0.270, atom 43 (C): -0.469, atom 44 (C): -0.580, atom 45 (C): -0.122, atom 46 (C): -0.029, atom 47 (C): -0.130, atom 48 (C): -0.537, atom 49 (C): -0.030, atom 50 (C): -0.136, atom 51 (C): -0.175, atom 52 (C): -0.135, atom 53 (C): -0.389, atom 54 (C): -0.032, atom 55 (C): -0.040, atom 56 (C): -0.167, atom 57 (C): -0.159, atom 58 (C): -0.481, atom 59 (C): -0.017, atom 60 (C): -0.163, atom 61 (C): -0.013, atom 62 (C): -0.164, atom 63 (C): -0.512, atom 64 (C): -0.110, atom 65 (C): 0.002, atom 66 (C): -0.015, atom 67 (C): -0.046, atom 68 (C): -0.149, atom 69 (C): -0.141, atom 70 (C): -0.505, atom 71 (C): -0.228, atom 72 (C): -0.068, atom 73 (C): -0.431, atom 74 (C): -0.501, atom 75 (C): -0.353, atom 76 (C): -0.015, atom 77 (H): 0.087, atom 78 (H): 0.094, atom 79 (H): 0.079, atom 80 (H): 0.133, atom 81 (H): 0.122, atom 82 (H): 0.075, atom 83 (H): 0.066, atom 84 (H): 0.115, atom 85 (H): 0.102, atom 86 (H): 0.081, atom 87 (H): 0.073, atom 88 (H): 0.110, atom 89 (H): 0.100, atom 90 (H): 0.050, atom 91 (H): 0.079, atom 92 (H): 0.099, atom 93 (H): 0.088, atom 94 (H): 0.123, atom 95 (H): 0.038, atom 96 (H): 0.091, atom 97 (H): 0.060, atom 98 (H): 0.051, atom 99 (H): 0.093


Below is a 2-piece molecular cluster, CH3N2OP overall in a non-equilibrium geometry, with properties calculated with wB97M-V/def2-TZVPD.

Geometry (Å):
P1 -0.73 0.86 0.67
O1 -0.96 1.73 -0.64
N1 -1.42 -1.69 -0.44
N2 1.91 -0.09 0.37
C1 -1.32 -0.66 0.07
H1 2.15 -0.41 1.30
H2 -1.30 1.16 -1.29
H3 1.67 -0.90 -0.04

Values from the calculation:
- Energy relative to the best compared isomer or geometry (same formula, charge and spin): 3.3982 eV
- LUMO (spin up / spin down): -1.29 / -0.91 eV
- Gap between HOMO and LUMO (spin up / spin down): 9.39 / 7.65 eV
- Net charge: 0

Löwdin atomic charges, in units of e: atom 1 (P): 0.866, atom 2 (O): -0.337, atom 3 (N): 0.092, atom 4 (N): 0.043, atom 5 (C): -0.524, atom 6 (H): -0.035, atom 7 (H): 0.012, atom 8 (H): -0.116